No. 1
DFT (ωB97M-V/def2-TZVPD) results for a cluster of 3 separate species, C23H61BN7O7P3S2 in total in a non-equilibrium geometry.

Output
**Electronic energy**: -3668.052052 a.u.
**Orbital gap**: 8.0 eV
**LUMO energy**: -0.16 eV
**Max |F|**: 6.519 eV/A

ORCA input file:
```
! wB97M-V def2-TZVPD RIJCOSX def2/J DEFGRID3
* xyz 0 1
C 1.478 0.041 2.607
O 0.867 1.262 2.256
C 0.554 1.398 0.853
C -0.395 2.614 0.845
C -1.266 2.814 -0.419
C -2.746 2.466 -0.211
S -3.520 3.374 1.149
B -0.172 0.064 0.342
O 0.313 -0.826 -0.595
O -1.388 -0.240 0.948
C 1.906 1.739 0.133
C 1.721 2.336 -1.253
N 1.119 1.399 -2.202
O 2.603 2.608 1.038
C 3.822 3.122 0.627
C 4.110 4.334 1.556
C 4.983 5.302 0.759
C 4.234 6.442 0.029
O 5.034 6.602 1.214
P 5.299 1.977 0.803
S 4.941 0.127 1.291
H 2.050 0.221 3.519
H 0.756 -0.745 2.878
H 2.196 -0.340 1.877
H -1.059 2.418 1.687
H 0.202 3.496 1.081
H -0.892 2.345 -1.330
H -1.264 3.891 -0.624
H -3.251 2.787 -1.124
H -2.922 1.396 -0.121
H -2.690 4.373 1.491
H 0.844 -1.518 -0.189
H -1.243 -0.469 1.878
H 2.496 0.821 0.032
H 2.689 2.636 -1.684
H 1.153 3.271 -1.209
H 1.603 0.509 -2.205
H 1.197 1.812 -3.121
H 3.871 3.551 -0.379
H 4.693 4.048 2.432
H 3.200 4.880 1.784
H 5.857 4.883 0.259
H 4.772 6.414 -0.909
H 3.208 6.153 0.193
H 6.043 2.022 -0.396
H 6.143 2.548 1.779
C -4.143 -1.522 3.005
N -3.728 -2.121 4.264
C -3.376 -3.519 4.065
P -2.582 -1.312 5.276
O -1.359 -1.359 4.383
N -2.776 0.377 5.363
C -3.973 1.090 4.981
C -1.591 1.195 5.121
N -3.613 -1.486 6.711
C -2.836 -1.876 7.900
C -4.893 -2.183 6.718
H -4.862 -2.178 2.508
H -3.308 -1.346 2.315
H -4.667 -0.583 3.165
H -3.129 -3.991 5.024
H -2.509 -3.636 3.403
H -4.220 -4.070 3.645
H -3.960 1.299 3.909
H -4.041 2.048 5.505
H -4.891 0.555 5.230
H -1.388 1.324 4.050
H -0.711 0.751 5.579
H -1.723 2.183 5.569
H -2.519 -2.924 7.855
H -3.417 -1.727 8.811
H -1.940 -1.254 7.981
H -4.801 -3.266 6.578
H -5.564 -1.788 5.962
H -5.372 -2.008 7.686
C 0.517 -4.266 -4.207
N -0.023 -3.124 -4.926
C -1.119 -2.529 -4.171
P 1.038 -1.911 -5.570
O 1.595 -1.460 -4.227
N 2.478 -2.534 -6.243
C 2.689 -3.909 -6.629
C 3.728 -1.928 -5.800
N 0.247 -2.057 -7.162
C 0.014 -0.740 -7.780
C -0.891 -2.924 -7.440
H -0.302 -4.909 -3.877
H 1.105 -3.979 -3.327
H 1.133 -4.888 -4.853
H -1.574 -1.710 -4.742
H -0.785 -2.120 -3.211
H -1.903 -3.268 -3.990
H 3.021 -4.520 -5.781
H 3.457 -3.972 -7.405
H 1.792 -4.358 -7.056
H 4.061 -2.332 -4.835
H 3.622 -0.851 -5.695
H 4.511 -2.105 -6.540
H -0.802 -0.199 -7.291
H -0.220 -0.842 -8.840
H 0.919 -0.128 -7.705
H -1.814 -2.603 -6.946
H -0.684 -3.952 -7.162
H -1.068 -2.918 -8.520
*
```


No. 2
DFT (ωB97M-V/def2-TZVPD) results for a cluster of 3 separate species, C16H35N6O6 in total in a non-equilibrium geometry.

Output
**Electronic energy**: -1410.036718 a.u.
**Orbital gap**: 8.2 eV
**LUMO energy**: -3.50 eV
**Max |F|**: 3.940 eV/A

ORCA input file:
```
! wB97M-V def2-TZVPD RIJCOSX def2/J DEFGRID3
* xyz 1 1
C -0.388 1.907 2.318
C -1.006 0.973 1.452
C -0.554 -0.544 1.592
N -1.677 -1.289 2.278
C -2.606 -1.708 1.212
N -3.811 -1.158 1.211
C -4.802 -1.488 0.146
C -6.265 -0.907 0.394
O -7.227 -1.982 0.607
C -6.832 -0.026 -0.821
N -6.490 -0.549 -2.181
N -2.076 -2.639 0.248
C -1.197 -1.838 -0.665
C -0.035 -1.223 0.253
C 0.881 -0.297 -0.670
C 2.354 -0.928 -0.935
C 3.014 -0.098 -2.123
C 3.580 1.342 -1.706
O 3.688 1.559 -0.284
C 2.909 2.687 0.166
H 0.508 1.574 2.945
H -0.730 2.975 2.448
H -1.748 1.364 0.687
H 0.328 -0.566 2.328
H -2.181 -0.565 2.827
H -4.103 -0.486 1.933
H -4.356 -1.201 -0.872
H -4.916 -2.631 0.101
H -6.335 -0.252 1.333
H -7.632 -2.195 -0.264
H -6.476 1.063 -0.743
H -7.969 0.000 -0.765
H -6.421 -1.575 -2.193
H -5.579 -0.168 -2.473
H -2.793 -3.184 -0.241
H -0.690 -2.569 -1.385
H -1.775 -1.038 -1.254
H 0.617 -2.121 0.551
H 0.390 -0.249 -1.708
H 1.064 0.749 -0.275
H 2.901 -0.832 0.065
H 2.239 -2.038 -1.178
H 3.874 -0.694 -2.581
H 2.216 0.039 -2.937
H 4.650 1.400 -2.123
H 3.009 2.169 -2.257
H 1.968 2.836 -0.479
H 2.508 2.402 1.205
H 3.477 3.677 0.211
C 2.532 -4.543 1.305
N 2.791 -4.438 -0.155
O 1.922 -3.926 -0.847
O 3.851 -4.869 -0.556
H 1.553 -4.120 1.519
H 2.563 -5.599 1.568
H 3.314 -3.985 1.817
C 6.823 5.811 0.320
N 5.593 6.178 -0.429
O 5.724 6.516 -1.590
O 4.538 6.112 0.178
H 7.680 5.916 -0.342
H 6.905 6.489 1.168
H 6.712 4.779 0.648
*
```


No. 3
DFT (ωB97M-V/def2-TZVPD) results for the molecule C5H12O.

Output
**Electronic energy**: -272.943140 a.u.
**Orbital gap**: 11.0 eV
**LUMO energy**: 0.95 eV
**Max |F|**: 0.854 eV/A

ORCA input file:
```
! wB97M-V def2-TZVPD RIJCOSX def2/J DEFGRID3
* xyz 0 1
C 2.063 -0.043 -0.539
C 0.834 -0.765 -0.022
C -0.499 0.051 -0.035
C -1.647 -0.729 0.629
C -0.491 1.483 0.515
O -0.766 0.222 -1.427
H 1.861 0.367 -1.527
H 2.941 -0.694 -0.610
H 2.325 0.777 0.124
H 0.993 -1.098 0.997
H 0.727 -1.681 -0.629
H -1.570 -0.766 1.721
H -1.671 -1.763 0.272
H -2.613 -0.272 0.384
H -0.311 1.518 1.593
H -1.472 1.943 0.332
H 0.255 2.102 0.012
H -0.962 -0.651 -1.789
*
```


No. 4
DFT (ωB97M-V/def2-TZVPD) results for a cluster of 3 separate species, C21H28BNO4 in total in a non-equilibrium geometry.

Output
**Electronic energy**: -1197.328647 a.u.
**Orbital gap**: 4.1 eV
**LUMO energy**: -1.71 eV
**Max |F|**: 4.587 eV/A

ORCA input file:
```
! wB97M-V def2-TZVPD RIJCOSX def2/J DEFGRID3
* xyz 0 1
C 5.394 -1.420 0.159
C 4.476 -0.480 -0.409
C 4.784 0.685 -1.123
C 3.525 1.289 -1.390
C 2.456 0.479 -0.913
B 1.218 1.438 0.876
O 1.904 0.598 1.769
C 1.381 1.008 3.023
C 0.210 2.033 2.752
C -0.595 2.409 3.969
C -0.793 1.370 1.760
O -0.104 1.168 0.547
C 0.845 3.257 2.021
O 1.592 2.798 0.858
O 3.113 -0.583 -0.289
H 6.350 -0.898 0.331
H 5.046 -1.811 1.115
H 5.621 -2.265 -0.512
H 5.783 1.012 -1.322
H 3.451 2.208 -1.946
H 1.016 0.128 3.573
H 2.166 1.522 3.600
H -1.304 3.214 3.750
H -1.222 1.582 4.320
H 0.005 2.685 4.843
H -1.122 0.401 2.182
H -1.667 1.997 1.615
H 0.063 3.936 1.672
H 1.530 3.790 2.698
C -2.071 -4.385 0.084
N -1.621 -3.682 -1.126
C -2.748 -3.573 -2.054
C -0.468 -3.036 -1.268
C -0.294 -1.782 -1.935
C -0.415 -0.565 -1.255
C -1.610 0.255 -1.577
C -2.641 0.636 -0.667
C -3.631 1.562 -1.013
C -3.706 2.070 -2.307
C -2.834 1.555 -3.268
C -1.808 0.697 -2.897
H -2.461 -5.371 -0.233
H -1.286 -4.488 0.844
H -2.930 -3.819 0.493
H -3.326 -4.500 -1.958
H -3.410 -2.747 -1.741
H -2.436 -3.442 -3.093
H 0.436 -3.487 -0.807
H -0.109 -1.747 -3.020
H -0.095 -0.616 -0.232
H -2.716 0.147 0.297
H -4.378 1.887 -0.270
H -4.495 2.753 -2.594
H -2.944 1.827 -4.311
H -1.127 0.298 -3.621
*
```


No. 5
DFT (ωB97M-V/def2-TZVPD) results for the molecule C4H5NO in a non-equilibrium geometry.

Output
**Electronic energy**: -285.222663 a.u.
**Orbital gap (spin up / spin down)**: 8.3 / 7.1 eV
**LUMO energy (spin up / spin down)**: 0.13 / -0.49 eV
**Max |F|**: 10.097 eV/A

ORCA input file:
```
! wB97M-V def2-TZVPD RIJCOSX def2/J DEFGRID3
* xyz 0 1
C -1.728 0.551 0.060
C -0.596 -0.354 -0.017
O -0.573 -1.674 -0.279
C 0.987 0.197 0.225
C 2.206 0.218 0.038
N 3.430 0.042 0.128
H -2.511 0.340 -0.735
H -2.457 0.488 0.923
H -1.374 1.522 0.061
H -1.491 -2.109 -0.339
H 4.107 0.779 -0.066
*
```


What is the formula in the fifth record?
C4H5NO